Entry 1:
The following is a quantum chemistry calculation of C27H31IrN6O3S as an isolated structure in a non-equilibrium geometry, from the Open Molecules 2025 dataset.

Last column: Mulliken charge in e.
Element x y z (Å)
1 Ir 0.048 0.078 -0.878  0.596
2 C -2.720 1.405 -0.933  -0.591
3 N -1.360 1.933 -1.170  -0.603
4 C -1.068 3.140 -0.403  -1.008
5 C 0.352 3.562 -0.566  0.514
6 N 1.412 2.789 -0.606  0.902
7 C 2.484 3.538 -1.095  0.743
8 C 3.811 3.206 -1.344  -0.453
9 C 4.635 4.213 -1.797  -0.809
10 C 4.165 5.522 -1.998  -0.497
11 C 2.846 5.851 -1.773  -1.024
12 C 2.019 4.823 -1.338  0.343
13 N 0.669 4.779 -1.050  -0.117
14 C -2.710 -0.068 -1.149  0.297
15 N -1.847 -0.647 -1.941  -0.803
16 C -2.187 -2.004 -1.930  0.835
17 C -1.647 -3.078 -2.631  -0.781
18 C -2.161 -4.333 -2.364  -0.730
19 C -3.182 -4.529 -1.422  -0.500
20 C -3.743 -3.470 -0.739  -0.841
21 C -3.241 -2.211 -1.040  0.205
22 N -3.570 -0.938 -0.580  0.034
23 H -3.463 1.879 -1.582  0.396
24 H -3.000 1.621 0.099  0.400
25 H -1.225 2.105 -2.161  0.353
26 H -1.295 2.919 0.639  0.354
27 H -1.703 3.980 -0.710  0.414
28 H 4.177 2.199 -1.204  0.433
29 H 5.674 3.985 -1.993  0.418
30 H 4.847 6.289 -2.340  0.397
31 H 2.483 6.859 -1.921  0.427
32 H 0.048 5.571 -1.016  0.303
33 H -0.871 -2.928 -3.373  0.682
34 H -1.757 -5.190 -2.888  0.415
35 H -3.537 -5.531 -1.223  0.422
36 H -4.497 -3.629 0.023  0.334
37 H -4.271 -0.726 0.111  0.259
38 C 3.324 1.713 1.687  -1.851
39 C 1.838 1.387 1.456  3.351
40 C 0.994 2.379 2.257  -1.852
41 C 1.576 -0.014 2.001  -1.947
42 C 1.510 1.420 -0.083  -2.249
43 H 3.555 1.710 2.755  0.461
44 H 3.591 2.695 1.288  0.411
45 H 3.953 0.960 1.203  0.378
46 H 1.265 2.326 3.313  0.519
47 H -0.068 2.132 2.174  0.193
48 H 1.148 3.413 1.926  0.307
49 H 2.034 -0.122 2.991  0.458
50 H 1.994 -0.779 1.345  0.263
51 H 0.510 -0.202 2.117  0.393
52 H 2.397 1.006 -0.567  0.461
53 N 0.766 -2.053 -0.780  -0.511
54 C 0.091 -2.805 0.288  0.684
55 C 0.417 -4.128 0.543  -0.627
56 C -0.316 -4.859 1.475  -0.672
57 C -1.354 -4.251 2.157  -0.174
58 C -1.656 -2.912 1.935  -1.766
59 C -0.936 -2.199 0.997  0.608
60 S -2.546 -5.136 3.187  1.259
61 O -2.755 -4.253 4.323  -0.705
62 O -3.688 -5.201 2.275  -0.639
63 O -1.932 -6.412 3.492  -0.714
64 H 1.762 -2.240 -0.761  0.391
65 H 0.411 -2.411 -1.662  0.178
66 H 1.220 -4.605 -0.011  0.421
67 H -0.097 -5.902 1.667  0.504
68 H -2.455 -2.463 2.513  0.443
69 H -1.171 -1.161 0.781  0.301

Output
calculated total energy: -57257.74709 eV
gap between HOMO and LUMO (alpha / beta): 5.90 / 5.90 eV
strongest force on any atom: 2.75 eV/Å
E_LUMO (alpha / beta): -0.9 / -0.9 eV
molecular weight: 711.868 g mol⁻¹
energy above the lowest of the compared OMol25 structures with the same formula, charge and spin: 60.6 kcal/mol



Entry 2:
The following is a quantum chemistry calculation of C27H31NO7PdS3 as an isolated structure, from the Open Molecules 2025 dataset.

Last column: Mulliken spin population.
Element x y z (Å)
1 Pd -0.177 -1.484 1.522  1.463
2 O -1.671 -5.300 0.217  0.003
3 C -1.105 -4.174 0.531  0.006
4 O -1.662 -3.221 1.060  0.040
5 C 0.361 -4.132 0.186  0.013
6 C 1.084 -5.153 -0.414  0.007
7 C 2.433 -4.935 -0.658  -0.002
8 C 3.020 -3.722 -0.308  0.008
9 C 2.230 -2.749 0.284  0.020
10 N 0.938 -2.982 0.514  0.120
11 C 2.664 -1.381 0.733  0.007
12 O 3.895 -0.988 0.598  0.000
13 O 1.850 -0.612 1.237  0.064
14 H -2.617 -5.326 0.450  -0.001
15 H 0.608 -6.087 -0.680  0.001
16 H 3.033 -5.708 -1.120  0.000
17 H 4.074 -3.578 -0.510  0.001
18 H 4.504 -1.624 0.196  0.002
19 O -0.186 3.385 0.706  0.249
20 S -0.040 4.543 -0.169  0.342
21 C -1.420 4.682 -1.338  0.048
22 C -2.774 4.862 -0.647  0.044
23 C -3.371 3.600 -0.001  0.029
24 C -3.940 2.648 -1.068  0.048
25 S -4.252 0.989 -0.418  0.363
26 O -3.041 0.352 0.089  0.219
27 C -5.585 1.046 0.664  0.098
28 C -6.780 1.629 0.194  0.090
29 C -7.883 1.608 1.018  -0.023
30 C -7.804 0.983 2.264  0.120
31 C -6.624 0.373 2.699  0.009
32 C -5.506 0.375 1.895  0.033
33 C 0.152 6.053 0.635  0.104
34 C 0.326 6.085 2.025  0.029
35 C 0.549 7.311 2.614  0.009
36 C 0.642 8.463 1.828  0.118
37 C 0.509 8.410 0.437  -0.026
38 C 0.283 7.202 -0.180  0.083
39 H -1.322 3.776 -1.939  0.005
40 H -1.168 5.527 -1.979  -0.007
41 H -3.460 5.251 -1.403  0.007
42 H -2.699 5.648 0.106  0.000
43 H -4.188 3.907 0.653  0.004
44 H -2.633 3.089 0.617  0.003
45 H -3.282 2.471 -1.921  0.005
46 H -4.902 2.983 -1.459  -0.006
47 H -6.847 2.072 -0.792  -0.003
48 H -8.811 2.057 0.691  0.001
49 H -8.678 0.958 2.902  0.001
50 H -6.593 -0.103 3.669  0.003
51 H -4.584 -0.098 2.204  -0.002
52 H 0.261 5.180 2.611  -0.002
53 H 0.657 7.383 3.687  0.003
54 H 0.833 9.415 2.306  0.002
55 H 0.599 9.309 -0.156  0.001
56 H 0.219 7.145 -1.259  -0.001
57 O -0.131 -1.751 3.560  0.209
58 S 1.048 -2.436 4.325  0.017
59 C 0.210 -3.490 5.554  0.009
60 C 0.536 -2.910 6.932  0.003
61 C 0.670 -1.401 6.753  -0.001
62 C 1.587 -1.220 5.549  0.010
63 H 0.529 -4.519 5.404  -0.002
64 H -0.846 -3.392 5.296  0.001
65 H 1.469 -3.333 7.307  0.000
66 H -0.249 -3.178 7.637  0.001
67 H 1.100 -0.922 7.631  0.001
68 H -0.302 -0.943 6.561  0.001
69 H 2.622 -1.484 5.782  -0.001
70 H 1.571 -0.245 5.064  0.001

Output
calculated total energy: -80268.17227 eV
gap between HOMO and LUMO (alpha / beta): 8.20 / 6.08 eV
strongest force on any atom: 0.47 eV/Å
charge: +4
E_LUMO (alpha / beta): -10.6 / -13.0 eV
molecular weight: 684.166 g mol⁻¹
2S+1: 5
energy above the lowest of the compared OMol25 structures with the same formula, charge and spin: 0.0 kcal/mol



Entry 3:
The following is a quantum chemistry calculation of C27H32AlClF8O23 as an isolated structure in a non-equilibrium geometry, from the Open Molecules 2025 dataset.

Last column: Mulliken charge in e.
Element x y z (Å)
1 C -1.538 2.857 -5.305  -1.215
2 C -1.401 2.324 -3.868  -0.134
3 Al 0.177 2.978 -2.779  -0.606
4 F 0.054 4.679 -2.377  -0.502
5 C 1.963 2.736 -3.750  -0.749
6 C 3.055 3.548 -3.015  -0.060
7 C 3.681 4.656 -3.834  -0.772
8 Cl 2.576 6.028 -4.142  -0.238
9 C 0.256 1.775 -1.101  0.793
10 O 0.747 0.607 -1.220  -0.520
11 O -0.245 2.239 -0.008  -0.781
12 H -0.609 2.811 -5.872  0.274
13 H -2.263 2.236 -5.840  0.307
14 H -1.951 3.864 -5.318  0.260
15 H -1.382 1.233 -3.859  0.208
16 H -2.293 2.621 -3.308  0.213
17 H 1.924 3.007 -4.807  0.400
18 H 2.189 1.678 -3.637  0.348
19 H 2.727 3.914 -2.043  -0.055
20 H 3.888 2.866 -2.804  0.252
21 H 4.579 5.011 -3.332  0.388
22 H 3.978 4.270 -4.803  0.370
23 C 2.129 -0.004 1.551  -0.224
24 C 3.034 -1.178 1.305  0.958
25 O 3.731 -1.302 2.555  -0.426
26 C 2.901 -0.828 3.510  0.637
27 O 3.048 -1.018 4.684  -0.652
28 O 1.885 -0.130 2.981  -0.228
29 F 3.942 -0.943 0.327  -0.322
30 H 2.618 0.947 1.347  0.179
31 H 1.202 -0.045 0.971  0.049
32 H 2.518 -2.106 1.095  0.024
33 C 0.507 5.772 1.740  -0.553
34 C 1.450 4.618 1.527  0.722
35 O 2.140 4.563 2.792  -0.314
36 C 1.292 5.051 3.724  0.654
37 O 1.438 4.926 4.902  -0.574
38 O 0.258 5.698 3.157  -0.354
39 F 2.346 4.881 0.553  -0.314
40 H 0.980 6.729 1.512  0.272
41 H -0.409 5.672 1.167  0.306
42 H 0.954 3.660 1.324  0.096
43 C 2.915 -4.055 -1.877  -0.360
44 C 1.539 -4.076 -1.250  0.271
45 O 0.696 -3.850 -2.366  -0.254
46 C 1.333 -4.336 -3.462  0.561
47 O 0.822 -4.558 -4.506  -0.530
48 O 2.647 -4.558 -3.190  -0.364
49 F 1.388 -3.086 -0.348  -0.229
50 H 3.307 -3.039 -1.942  0.283
51 H 3.632 -4.688 -1.359  0.316
52 H 1.263 -5.022 -0.783  0.274
53 C -4.903 -1.556 -2.975  -0.028
54 C -5.425 -0.229 -2.479  0.314
55 O -4.593 0.693 -3.143  -0.274
56 C -4.189 0.116 -4.314  0.637
57 O -3.680 0.687 -5.209  -0.482
58 O -4.452 -1.223 -4.290  -0.348
59 F -5.268 -0.091 -1.136  -0.281
60 H -4.060 -1.908 -2.377  0.174
61 H -5.666 -2.323 -3.011  0.011
62 H -6.469 -0.032 -2.733  0.250
63 C 0.083 -2.651 3.604  -0.258
64 C -0.648 -3.798 4.257  0.343
65 O -1.264 -4.438 3.152  -0.348
66 C -0.485 -4.195 2.057  0.523
67 O -0.570 -4.795 1.037  -0.515
68 O 0.392 -3.201 2.313  -0.119
69 F -1.607 -3.378 5.119  -0.300
70 H -0.554 -1.774 3.484  0.256
71 H 0.984 -2.364 4.136  0.094
72 H -0.002 -4.513 4.770  0.257
73 C -5.576 -5.309 -0.790  -0.481
74 C -6.727 -6.281 -0.894  0.346
75 O -7.812 -5.435 -1.225  -0.361
76 C -7.298 -4.360 -1.894  0.643
77 O -7.938 -3.594 -2.528  -0.481
78 O -5.955 -4.303 -1.736  -0.210
79 F -6.987 -6.899 0.287  -0.289
80 H -5.506 -4.867 0.205  0.272
81 H -4.618 -5.747 -1.054  0.280
82 H -6.612 -7.039 -1.671  0.276
83 C 4.030 1.958 5.522  0.101
84 C 3.039 2.472 6.532  0.460
85 O 3.796 2.449 7.741  -0.371
86 C 5.102 2.611 7.397  0.598
87 O 5.969 2.889 8.161  -0.552
88 O 5.278 2.422 6.072  -0.368
89 F 1.970 1.651 6.665  -0.283
90 H 4.039 0.871 5.468  -0.027
91 H 3.864 2.364 4.527  0.231
92 H 2.692 3.487 6.337  0.219

Output
calculated total energy: -116474.75334 eV
gap between HOMO and LUMO: 3.32 eV
strongest force on any atom: 1.01 eV/Å
charge: -2
E_LUMO: 3.0 eV
molecular weight: 938.949 g mol⁻¹



Question: What is the formula in the first record?
Answer: C27H31IrN6O3S



Question: Which of these has the lowest molecular weight?
Answer: C27H31NO7PdS3



Question: Among the records above, which one has the lowest molecular weight?
Answer: C27H31NO7PdS3



Question: Which of these has the lowest molecular weight?
Answer: C27H31NO7PdS3